Entry 1:
{
  "formula": "C4H7NaO2",
  "method": "wB97M-V/def2-TZVPD",
  "de_lowest_ev": 3.670,
  "gap_ha": 0.18624,
  "e_tot_ha": -469.2148,
  "symbols": ["O", "C", "C", "Na", "H", "H", "C", "C", "O", "H", "H", "H", "H", "H"],
  "positions_angstrom": [[0.013, -0.214, -1.650], [-1.225, -0.414, -1.345], [-1.724, -0.177, 0.052], [1.693, 0.716, -0.686], [-1.739, -1.485, -0.587], [-1.983, -0.106, -2.100], [-0.929, 0.489, 1.015], [-0.363, -0.231, 2.192], [1.027, -0.568, 1.947], [-1.109, 1.560, 1.152], [-0.902, -1.182, 2.362], [-0.399, 0.406, 3.092], [1.109, -1.525, 1.947], [-2.785, 0.117, 0.025]]
}


Entry 2:
{
  "formula": "C4H7NaO2",
  "method": "wB97M-V/def2-TZVPD",
  "de_lowest_ev": 2.639,
  "gap_ha": 0.24166,
  "e_tot_ha": -469.2527,
  "symbols": ["H", "O", "Na", "C", "O", "C", "C", "C", "H", "H", "H", "H", "H", "H"],
  "positions_angstrom": [[-0.109, 1.184, 0.875], [0.712, -0.503, 0.091], [-3.103, -0.287, 0.257], [-0.577, -0.456, -0.239], [-0.766, -1.258, -1.236], [-2.179, -1.730, -1.464], [0.858, 0.549, 1.056], [1.950, 1.529, 0.688], [-2.293, -1.638, -2.559], [-2.108, -2.818, -1.270], [1.099, 0.056, 2.008], [1.672, 2.023, -0.253], [1.929, 2.331, 1.440], [2.917, 1.018, 0.608]]
}


Entry 3:
{
  "formula": "C4H7O",
  "method": "wB97M-V/def2-TZVPD",
  "de_lowest_ev": 2.253,
  "gap_ha": [0.32895, 0.36313],
  "e_tot_ha": -231.6819,
  "spin_multiplicity": 2,
  "symbols": ["C", "C", "C", "O", "C", "H", "H", "H", "H", "H", "H", "H"],
  "positions_angstrom": [[-0.447, -0.853, 0.223], [-0.099, 0.792, -0.024], [0.933, 2.052, -0.072], [2.122, 2.355, -0.119], [0.064, -2.211, -0.032], [-0.784, -0.929, 1.269], [-1.315, -0.979, -0.444], [-0.551, 0.969, -1.025], [-0.841, 1.276, 0.647], [0.237, 2.946, -0.162], [0.459, -2.825, 0.789], [0.221, -2.594, -1.050]]
}